# 1
Formula: C2H2N2O4S3
Source: the OMol25 dataset
Level of theory: the ωB97M-V functional and the def2-TZVPD basis

Results
- charge = 0
- frontier orbital gap (eV) = 8.69
- LUMO energy (eV) = -0.967
- E (Ha) = -1682.33216
- largest force on an atom (eV/A) = 3.21

Structure (XYZ):
```
13
Properties=species:S:1:pos:R:3:forces:R:3
C -1.623056 0.545511 1.661023 -0.22 -0.91 0.37
C -0.920414 1.694139 1.377444 -0.41 0.28 0.68
N -0.939005 -0.526849 1.297078 0.54 -2.20 -0.46
N 0.131871 -0.438701 0.737222 0.57 3.08 -0.73
O 0.016483 -0.492750 -3.577655 -0.15 0.09 0.07
O 0.991845 0.701389 -1.664560 0.26 -0.83 -1.60
O 0.747780 -1.975815 -1.504766 -0.18 -0.84 1.43
O 2.533814 -1.421346 0.030891 1.67 0.67 0.31
S 1.138680 -0.314485 -2.707059 0.56 1.26 -0.66
S 1.273205 -2.031147 -0.116530 -1.36 -1.13 -0.95
S 0.498412 1.508539 0.499228 -1.47 -1.75 1.98
H -2.526834 0.163777 2.139982 -0.11 1.67 0.14
H -1.322782 2.587737 1.827703 0.30 0.60 -0.58
```
Forces are in eV/Å.

# 2
Formula: C2H2N2OP
Source: the OMol25 dataset
Level of theory: the ωB97M-V functional and the def2-TZVPD basis

Results
- charge = +1
- frontier orbital gap (alpha / beta) (eV) = 7.47 / 7.88
- LUMO energy (alpha / beta) (eV) = -7.580 / -6.861
- E (Ha) = -602.94118
- largest force on an atom (eV/A) = 4.97

Structure (XYZ):
```
8
Properties=species:S:1:pos:R:3:forces:R:3
C -0.978972 0.459371 -0.138417 -4.30 2.18 -1.21
C -1.066875 -0.775027 0.258364 0.77 -1.12 -0.07
N 0.183116 1.172981 -0.028675 2.99 -0.41 -0.12
N 1.151268 0.398537 -0.220982 -1.00 1.93 0.97
O 2.428695 0.443155 0.342964 -0.93 -0.13 -0.68
P 1.794868 -1.134586 -0.118343 0.33 -0.62 0.18
H -1.954310 1.159828 -0.453323 2.56 -2.00 0.82
H -1.557793 -1.724261 0.358410 -0.42 0.17 0.11
```
Forces are in eV/Å.

# 3
Formula: C2H2N2OS
Source: the OMol25 dataset
Level of theory: the ωB97M-V functional and the def2-TZVPD basis

Results
- charge = 0
- frontier orbital gap (eV) = 9.79
- LUMO energy (eV) = 0.162
- E (Ha) = -660.24043
- largest force on an atom (eV/A) = 5.82

Structure (XYZ):
```
8
Properties=species:S:1:pos:R:3:forces:R:3
C -0.225083 0.160522 -0.015930 0.87 -0.08 -1.27
C 0.755986 1.093710 -0.142872 -2.57 3.80 1.59
H -2.376519 1.213454 0.591210 1.05 -2.45 -1.15
H 0.603876 2.216888 -0.244720 0.58 -1.84 0.42
N 1.923606 0.473173 0.146046 2.09 5.14 -1.77
N 1.788262 -0.700446 0.007233 1.32 -4.74 1.13
O 0.489988 -0.977210 -0.040406 -2.83 -2.42 0.10
S -1.957235 -0.096697 -0.008961 -0.52 2.58 0.95
```
Forces are in eV/Å.

# 4
Formula: C2H2N2OS
Source: the OMol25 dataset
Level of theory: the ωB97M-V functional and the def2-TZVPD basis

Results
- charge = 0
- frontier orbital gap (eV) = 10.49
- LUMO energy (eV) = 0.602
- E (Ha) = -660.30175
- largest force on an atom (eV/A) = 3.41

Structure (XYZ):
```
8
Properties=species:S:1:pos:R:3:forces:R:3
C -0.595875 -0.180227 -0.011981 -0.43 -1.14 0.38
C 1.371065 0.274495 -0.000034 2.65 1.68 -1.33
H -2.455495 0.947681 0.259321 -0.20 -0.60 -0.21
H 2.361186 0.797335 -0.156713 -1.54 -0.31 0.54
N 0.127312 0.879247 -0.019528 0.84 -0.34 0.16
N 1.419327 -1.006214 -0.059158 -0.13 -0.05 0.76
O 0.081161 -1.339834 0.041177 -0.82 -0.16 -0.58
S -2.308680 -0.372483 -0.053084 -0.38 0.92 0.27
```
Forces are in eV/Å.

# 5
Formula: C2H2N2OS
Source: the OMol25 dataset
Level of theory: the ωB97M-V functional and the def2-TZVPD basis

Results
- charge = 0
- frontier orbital gap (eV) = 8.85
- LUMO energy (eV) = 0.184
- E (Ha) = -660.27055
- largest force on an atom (eV/A) = 4.52

Structure (XYZ):
```
8
Properties=species:S:1:pos:R:3:forces:R:3
C -2.984265 -0.764626 -0.093306 4.39 0.86 0.63
C 2.424319 0.186009 0.261421 -0.26 1.18 -0.68
N -1.830049 -0.515339 0.062059 -4.30 -0.63 0.28
N 2.032132 1.301549 0.055363 0.17 0.99 -0.16
O 2.779169 -0.854082 0.584310 0.68 -1.68 0.55
S -0.451769 -0.010550 0.592446 0.79 0.25 -0.01
H -3.771085 -1.111069 -0.651785 -1.56 -0.60 -0.90
H 1.801546 1.768111 -0.810505 0.08 -0.36 0.30
```
Forces are in eV/Å.

# 6
Formula: C2H2N2OS2
Source: the OMol25 dataset
Level of theory: the ωB97M-V functional and the def2-TZVPD basis

Results
- charge = 0
- frontier orbital gap (eV) = 8.28
- LUMO energy (eV) = -0.616
- E (Ha) = -1058.40607
- largest force on an atom (eV/A) = 3.63

Structure (XYZ):
```
9
Properties=species:S:1:pos:R:3:forces:R:3
C 1.374032 -0.618056 0.457793 1.01 -2.47 1.05
C -1.288340 0.172056 -0.113680 1.63 -0.69 0.33
H -0.574765 1.958584 -1.132277 -0.10 -2.21 2.88
H -2.267040 0.144398 -0.467343 -1.64 0.79 -1.10
N -0.370871 1.257092 -0.266605 -0.65 0.33 -2.48
N -1.059556 -0.982052 0.402582 1.84 1.96 1.53
O 0.288380 -0.869997 1.234210 -0.72 0.12 -2.04
S 2.762911 -1.583855 0.710635 -1.99 2.12 -0.69
S 1.135248 0.521832 -0.825316 0.63 0.04 0.52
```
Forces are in eV/Å.